Formula: C48H142N10O18
Source: the OMol25 dataset
Level of theory: ωB97M-V/def2-TZVPD

The HOMO energy is -8.7 eV. The spin multiplicity is 1. Its charge is 0. As for the HOMO-LUMO gap: 9.124 eV. The calculation puts the LUMO energy at 0.40 eV. The relative energy (zero: lowest compared OMol25 entry of this formula, charge and spin) comes out at 131.84 kcal per mole.

Atoms and positions in Å:
1 O -14.9327 20.6252 -4.0644
2 O -9.2932 24.4055 4.7621
3 O -6.3032 21.7049 -1.7017
4 O -10.3829 17.6291 6.1302
5 O -15.7255 14.8388 3.9449
6 O -12.8047 21.1964 4.4497
7 O -16.1325 17.3341 2.3152
8 O -12.1724 17.8233 2.5358
9 O -11.9646 13.8726 1.4325
10 O -6.3174 15.0810 -0.6333
11 O -8.7458 24.9901 1.1218
12 O -14.5266 24.9942 1.5351
13 O -12.3103 15.1275 -1.0934
14 O -16.7419 16.4701 -3.2274
15 O -10.1922 22.2016 -4.5228
16 O -8.0463 15.5861 3.7532
17 O -14.6888 22.1623 10.9518
18 O -19.4689 22.0098 5.8426
19 N -12.2824 19.5821 -2.9555
20 N -4.7963 20.6711 0.4545
21 N -10.7329 26.5636 -0.8874
22 N -15.4104 18.5547 -2.0492
23 N -11.4546 15.3550 8.9038
24 N -15.3057 21.1782 8.0471
25 N -15.8543 22.3193 5.1828
26 N -13.9007 14.0728 -3.1694
27 N -8.3278 13.2651 1.5566
28 N -15.7589 17.1054 5.7796
29 C -9.2844 26.2914 1.0767
30 C -14.9352 21.2895 -5.3794
31 C -14.1715 23.7399 0.8921
32 C -17.9675 16.4848 -2.5122
33 C -18.1129 22.1854 6.1603
34 C -6.8117 19.8524 1.6685
35 C -13.0189 14.1121 2.3878
36 C -16.1180 20.5195 -3.3461
37 C -12.2207 18.9479 1.5824
38 C -15.8137 14.5935 5.3940
39 C -15.8781 19.9403 -1.9802
40 C -6.2005 20.2074 0.2873
41 C -10.2312 20.4300 -2.1497
42 C -9.8950 11.9285 0.3020
43 C -15.0070 20.7766 -1.0104
44 C -12.2381 22.5110 4.4486
45 C -17.2446 20.5650 4.4135
46 C -10.8021 15.9242 7.7585
47 C -9.6768 23.9540 0.9974
48 C -15.5625 14.4927 -4.8413
49 C -8.2939 23.3886 4.9453
50 C -16.1340 17.7498 0.9475
51 C -10.7410 18.8739 5.6310
52 C -11.4834 16.2288 -1.6490
53 C -11.2964 17.2003 7.1434
54 C -8.3767 16.9799 3.6979
55 C -9.4619 26.9440 -0.3508
56 C -17.3268 22.0160 4.9141
57 C -10.4773 14.7148 6.9037
58 C -10.1014 22.6874 -5.8537
59 C -13.1005 20.2267 8.1762
60 C -13.8457 22.1571 9.7823
61 C -11.1170 21.1403 -4.4963
62 C -14.9125 15.0056 -3.5817
63 C -9.6167 13.2928 0.9904
64 C -6.5601 15.9849 0.4219
65 C -6.9449 21.2995 -0.4858
66 C -16.1571 13.6340 3.2582
67 C -14.2111 20.9629 8.8808
68 C -14.6207 23.3984 11.6461
69 C -6.3392 20.8281 -2.8281
70 C -15.8569 15.5216 -2.5665
71 C -20.4085 21.8680 6.9060
72 C -15.2131 15.7764 6.1698
73 C -15.3683 15.5842 7.7274
74 C -10.6867 13.6891 2.0020
75 C -9.4749 28.5025 -0.4412
76 C -11.4575 20.7827 -3.0216
77 H -9.1433 23.0338 0.7594
78 H -12.2172 15.1553 -0.1384
79 H -7.2982 20.3450 -3.0160
80 H -14.2201 13.2969 -2.6072
81 H -14.3810 23.5718 -0.1643
82 H -12.7733 20.7780 7.2946
83 H -16.1641 13.5892 -4.7421
84 H -9.3975 23.5142 -5.9496
85 H -10.5106 20.0422 -1.1701
86 H -14.0512 20.8637 -5.8540
87 H -12.8032 15.1343 2.6989
88 H -10.1218 26.3828 1.7684
89 H -6.3376 16.9701 0.0122
90 H -7.9701 20.9760 -0.6661
91 H -12.6092 19.3270 -2.0345
92 H -7.5756 15.9994 0.8178
93 H -5.8921 15.6967 1.2336
94 H -15.1608 13.7827 5.7171
95 H -10.7376 20.3635 -5.1602
96 H -16.7582 16.9626 5.7488
97 H -20.1158 21.0595 7.5759
98 H -16.3658 15.7573 8.1312
99 H -12.8204 22.1388 10.1518
100 H -16.7887 19.9547 -1.3812
101 H -13.0154 13.4063 3.2184
102 H -16.3368 14.6624 -2.0977
103 H -15.4013 22.1065 6.0601
104 H -6.1161 19.2127 2.2116
105 H -15.5928 23.4442 12.1371
106 H -11.0053 23.1529 -6.2466
107 H -11.3577 16.9397 -0.8323
108 H -4.7812 21.3976 -0.2470
109 H -12.9361 23.2019 3.9758
110 H -8.2060 14.1858 1.9535
111 H -15.7048 17.0755 4.7715
112 H -15.3743 16.0049 -1.7170
113 H -7.4480 23.5822 4.2857
114 H -9.8237 21.9954 -6.6488
115 H -7.7064 17.4794 2.9984
116 H -13.7562 21.3233 4.4576
117 H -16.6153 19.8962 5.0007
118 H -12.4285 15.6218 8.8835
119 H -10.3885 24.0914 0.1834
120 H -9.4431 17.1074 3.5117
121 H -10.6143 19.6191 6.4163
122 H -12.2623 16.9717 6.6930
123 H -16.3125 15.1438 -5.2905
124 H -7.8191 23.5257 5.9168
125 H -14.1701 25.7130 1.0079
126 H -10.4291 14.6164 2.5136
127 H -10.7162 26.8453 -1.8572
128 H -16.5425 18.7601 0.9290
129 H -6.9504 20.7307 2.2989
130 H -16.1492 17.9734 -2.4187
131 H -14.6194 18.4663 -2.6709
132 H -15.9816 21.3728 8.7719
133 H -10.0166 18.9658 4.8216
134 H -10.7996 12.9558 2.8005
135 H -18.5762 17.3453 -2.7900
136 H -21.3796 21.6138 6.4812
137 H -15.5656 20.2253 7.8360
138 H -17.7456 16.4712 -1.4452
139 H -8.7012 22.3809 4.8632
140 H -8.5523 26.6771 -0.8888
141 H -10.6362 25.5584 -0.8746
142 H -15.5286 12.7562 3.4084
143 H -20.4782 22.7529 7.5385
144 H -17.8170 21.4144 6.8717
145 H -14.0683 21.2069 -1.3594
146 H -11.9474 21.6322 -5.0027
147 H -11.7494 19.9035 1.8124
148 H -9.4077 28.9696 0.5414
149 H -9.6030 14.0159 0.1748
150 H -18.5132 15.5435 -2.5771
151 H -16.8039 14.3465 5.7767
152 H -14.1478 15.7585 5.9398
153 H -9.7233 21.3944 -2.1638
154 H -10.0711 11.1678 1.0626
155 H -14.7406 24.3250 11.0848
156 H -15.6120 21.6376 -0.7261
157 H -11.1195 15.8282 9.7308
158 H -12.0504 22.7601 5.4930
159 H -11.6701 18.5540 0.7281
160 H -9.7792 16.1517 8.0587
161 H -7.1418 15.5525 4.0734
162 H -9.1533 24.6331 3.8400
163 H -4.1108 19.9711 0.2091
164 H -10.3652 28.9196 -0.9119
165 H -11.7970 18.8662 5.3612
166 H -12.0223 21.5123 -2.4412
167 H -13.0867 20.0124 -3.3892
168 H -18.2031 20.0560 4.3112
169 H -16.8088 19.7956 -3.7784
170 H -12.2428 20.0522 8.8259
171 H -15.1476 17.8424 0.4930
172 H -10.0865 13.8824 7.4889
173 H -13.3523 14.6425 -2.5410
174 H -14.8259 20.2629 -0.0662
175 H -16.2160 13.8543 2.1923
176 H -11.4141 14.3855 6.4542
177 H -11.2732 22.5436 3.9425
178 H -14.0187 23.1136 9.2889
179 H -7.9567 17.3439 4.6355
180 H -17.9637 23.1342 6.6757
181 H -9.5959 19.7043 -2.6575
182 H -6.0961 19.2724 -0.2633
183 H -12.1673 16.7152 -2.3445
184 H -11.6167 17.8618 7.9483
185 H -10.8287 12.0258 -0.2520
186 H -8.5209 26.8449 1.6232
187 H -10.6152 15.8755 -2.2054
188 H -15.8473 23.3192 5.0405
189 H -13.2316 19.1502 1.2286
190 H -10.2601 23.8151 1.9077
191 H -14.4370 20.1995 9.6253
192 H -13.5002 19.2873 7.7945
193 H -16.6080 16.9764 0.3431
194 H -9.7701 14.9202 6.1000
195 H -13.0906 23.6055 0.8517
196 H -5.9409 15.6160 -1.3359
197 H -7.0060 22.1343 0.2124
198 H -16.7305 20.6273 3.4544
199 H -17.2099 13.4306 3.4541
200 H -6.1162 21.5204 -3.6398
201 H -12.5213 18.1615 3.3638
202 H -14.3163 15.8692 -3.8765
203 H -8.5993 28.7571 -1.0384
204 H -13.7267 23.5444 12.2524
205 H -9.2353 11.4619 -0.4296
206 H -14.8842 14.6504 8.0134
207 H -14.8317 16.4012 8.2098
208 H -14.5417 22.9868 1.5877
209 H -15.5731 16.5686 2.4659
210 H -15.0153 22.3742 -5.3079
211 H -7.7586 13.2344 0.7228
212 H -17.6113 22.6349 4.0632
213 H -16.5497 21.5195 -3.3057
214 H -7.7623 19.3309 1.5559
215 H -14.7584 14.3057 -5.5531
216 H -13.9357 14.0986 1.7984
217 H -5.4764 20.1645 -2.7708
218 H -15.6687 21.0410 -6.1465

Force components x, y, z for each atom (eV/Å):
O 0.7 0.3 -1.9
O 0.6 -0.6 -0.3
O -0.7 0.1 1.0
O -0.6 -1.2 2.1
O -0.5 -1.9 1.5
O 0.5 -0.1 -0.5
O -0.1 0.5 0.1
O 0.1 1.8 -0.8
O -0.6 -0.7 -0.6
O -0.4 -0.4 -0.5
O 0.0 -0.2 -0.5
O 0.1 -0.9 -1.0
O 1.2 1.1 -0.6
O -0.5 -1.4 0.8
O 1.2 0.6 -0.8
O -0.4 -0.3 -0.6
O 0.3 0.5 -0.8
O -1.3 0.0 -0.2
N -0.9 0.2 -2.1
N -0.9 0.7 0.1
N 0.1 -1.4 -0.4
N -0.1 0.6 0.6
N -1.2 1.0 1.1
N -1.7 0.1 -0.2
N -0.9 1.4 -1.7
N 0.5 0.4 0.7
N 1.1 0.2 0.8
N 0.0 -1.2 -0.5
C 1.0 1.6 0.3
C 0.1 -1.1 0.7
C 1.0 0.4 1.0
C 0.2 -0.4 0.6
C -1.1 -0.2 0.9
C 0.1 0.3 -0.7
C 1.4 0.9 -1.2
C -0.8 0.6 0.1
C 0.2 -1.5 -0.5
C 1.1 0.8 0.0
C 1.5 -0.1 1.6
C 1.2 -0.8 0.7
C 0.2 1.4 -1.6
C -1.6 0.0 0.4
C -0.3 0.7 -0.1
C -0.3 -0.5 0.5
C -0.5 -0.1 -0.4
C 3.5 -1.2 0.1
C -0.3 -0.6 -0.3
C -0.8 -0.1 -0.8
C 0.4 0.8 0.6
C 0.9 -0.5 0.5
C 0.3 -0.1 0.1
C -2.4 -0.7 0.5
C -0.9 -1.5 -0.8
C 1.8 -0.4 0.7
C 0.1 1.5 1.8
C 3.1 -1.9 0.4
C -0.7 0.1 -1.7
C 0.3 1.1 -0.4
C 0.6 0.9 -0.9
C -0.2 0.2 0.1
C -0.7 1.2 0.7
C 0.5 0.3 -1.6
C -1.6 -1.1 -2.0
C 0.5 0.4 0.1
C -0.1 -1.0 0.0
C -0.6 1.2 -0.6
C 3.0 -1.0 2.9
C -1.4 0.1 0.0
C 0.8 1.1 0.3
C -0.5 0.1 0.3
C 0.9 -0.2 -0.1
C -0.8 0.4 0.9
C 0.7 0.7 -1.2
C -0.4 0.0 0.6
C 0.9 -0.3 0.8
C 1.2 -2.2 1.7
H 0.1 0.0 0.2
H 0.2 -0.5 0.3
H 0.0 -0.1 0.3
H -0.4 -0.2 0.0
H -1.2 0.4 0.1
H 0.2 0.1 -0.1
H 0.4 -0.5 0.5
H 0.4 -0.2 0.6
H 0.0 0.3 0.0
H 0.5 0.8 0.2
H -0.6 0.1 0.8
H -0.8 -0.1 -0.5
H 0.0 0.4 0.7
H -0.1 -0.1 -0.2
H 0.4 0.3 0.4
H -0.2 -0.3 -0.3
H 0.0 0.4 0.3
H 0.0 -0.6 -0.5
H -0.2 -0.7 0.5
H -0.8 0.2 1.0
H 0.1 -0.3 0.0
H -0.3 -0.7 -0.4
H 0.3 -0.2 -0.3
H -0.6 -0.4 -0.6
H 0.0 -0.1 0.0
H -1.0 -0.1 -0.3
H -0.9 -0.3 0.6
H 0.0 -0.1 -0.1
H 0.5 -0.2 1.1
H -0.8 -0.2 0.5
H 0.8 0.0 -0.2
H 1.1 0.2 -0.1
H 0.2 0.3 0.1
H 0.6 0.1 0.5
H 0.9 0.7 -0.7
H 0.3 0.4 -0.1
H -0.1 -0.4 -0.5
H 0.2 -0.8 0.4
H -0.5 0.1 -0.8
H -0.5 0.0 0.1
H 0.1 0.3 0.5
H -0.6 -0.3 0.0
H -0.1 0.1 -0.1
H 0.3 0.1 0.2
H 0.1 0.5 -0.2
H -0.4 0.0 -0.7
H 0.4 0.6 0.0
H -0.4 -0.2 0.3
H 0.1 0.1 -0.1
H 0.5 0.3 0.0
H -0.4 -0.1 -0.4
H -0.6 -0.4 -0.2
H -0.1 0.2 -0.1
H 0.2 -0.1 -0.2
H 0.1 0.0 -0.2
H -1.1 0.8 -0.3
H -0.6 0.9 -0.3
H 0.4 -0.5 0.1
H 0.1 -0.1 -0.1
H 0.1 0.2 -0.1
H -0.4 -0.3 -1.0
H 0.0 0.8 0.3
H 0.1 0.0 -0.2
H -0.1 -0.8 -0.4
H -0.9 -0.4 -0.6
H 0.1 0.2 0.3
H -0.1 0.4 -0.2
H 0.3 -0.3 0.2
H 0.1 -0.4 -0.4
H -1.0 -0.8 0.1
H 0.1 -0.2 0.9
H 0.2 0.1 0.0
H -0.6 0.5 -0.2
H -0.3 -0.1 -0.8
H -0.5 0.2 -0.6
H 0.1 0.2 0.0
H 0.7 -0.2 0.9
H 0.1 -0.1 0.2
H 0.5 -0.2 -1.2
H 0.0 0.2 0.0
H 0.1 0.0 0.3
H 0.0 0.6 0.0
H 0.0 0.0 -0.1
H 0.2 0.6 0.6
H 0.0 -0.3 0.0
H -0.4 0.5 -0.1
H -0.1 -0.1 -0.1
H 0.0 -0.4 -0.1
H 0.0 0.3 -0.6
H 0.3 1.1 -0.7
H -1.2 -1.1 -0.3
H -0.2 0.2 -0.2
H -0.3 0.2 -0.7
H -0.1 -0.1 0.0
H 0.3 0.0 0.3
H -0.1 0.3 0.2
H 0.6 -0.7 0.4
H 0.0 -0.3 -0.2
H 0.6 0.2 -0.1
H -0.1 -0.4 -0.3
H -0.1 -0.3 -0.2
H 0.1 0.1 -0.4
H -1.2 0.8 0.4
H 0.2 0.4 -0.2
H -0.1 -0.1 0.0
H -0.8 -0.1 -0.4
H 0.3 0.2 -0.3
H 0.9 0.8 0.0
H -0.3 0.0 0.1
H 0.2 0.5 -0.3
H 0.2 0.0 0.5
H 0.8 0.3 0.2
H -0.2 -0.1 0.3
H -0.1 0.0 0.2
H -0.5 -0.1 0.7
H 0.1 -0.2 0.1
H -0.6 0.5 -0.2
H -0.1 0.1 -0.1
H 0.4 0.2 0.5
H -0.1 -0.4 -0.2
H 0.2 0.5 -0.4
H -0.2 -0.2 -0.2
H 0.0 -0.3 0.7
H -0.2 -0.2 -0.3
H -0.1 0.0 0.2
H 0.0 0.3 -0.3
H -0.1 0.5 0.2
H -0.1 -0.4 0.3
H 0.8 0.8 0.2
H -0.4 -0.1 0.3
H 0.4 0.0 -0.1
H -0.3 -0.2 -0.6
H 0.1 -0.2 -0.2
H 0.6 0.1 0.3
H 0.9 -0.1 0.2
H -0.3 0.3 0.4
H -0.5 0.1 0.2
H -0.1 0.0 0.0
H -0.2 -0.1 -0.1
H 0.0 -0.2 0.3
H -0.3 -0.6 0.0
H -1.0 -0.7 0.7